1.
{
  "formula": "C5H10O2",
  "method": "ωB97M-V/def2-TZVPD",
  "elements": ["O", "O", "C", "C", "C", "C", "C", "H", "H", "H", "H", "H", "H", "H", "H", "H", "H"],
  "coordinates": [[1.14089, 1.72741, -0.23667], [0.68497, -2.14906, -1.36362], [-0.21984, 1.38797, -0.15467], [-1.24966, -0.40427, -0.30578], [0.72478, -0.44481, 1.43066], [-0.51900, 0.23741, 0.86034], [-0.86361, 0.50663, -1.20575], [-1.18252, 0.52975, 1.68221], [-1.91547, -1.26211, -0.36368], [1.41384, -0.77948, 0.64984], [1.25471, 2.34662, -0.96769], [1.27199, 0.26328, 2.06133], [0.45769, -1.30940, 2.05048], [-0.84411, 2.27037, 0.04521], [0.32260, -2.35758, -0.49572], [-1.04203, 0.62858, -2.27143], [0.56478, -1.19131, -1.41507]],
  "forces_ev_per_angstrom": [[0.130, 0.117, -0.256], [0.247, -0.210, -0.109], [-0.308, 0.092, 0.096], [-0.139, 0.144, -0.045], [-0.004, -0.010, 0.026], [-0.058, 0.051, 0.181], [-0.214, 0.006, 0.070], [0.078, 0.052, -0.051], [0.176, 0.068, -0.021], [-0.134, 0.108, 0.116], [0.054, -0.058, 0.132], [-0.099, -0.106, -0.065], [-0.025, 0.128, -0.108], [0.173, -0.008, 0.042], [0.097, -0.099, -0.099], [-0.020, 0.014, 0.171], [0.044, -0.288, -0.079]],
  "lowdin_charge": [-0.016, -0.067, -0.343, -0.062, -0.064, -0.279, -0.032, 0.135, 0.115, 0.070, 0.099, 0.083, 0.082, 0.146, 0.021, 0.111, 0.000],
  "energy_ha": -346.9217,
  "gap_ev": 10.65,
  "smiles": "C[C@@H]1C=C[C@@H]1O.O",
  "de_lowest_kj_mol": 272.2,
  "homo_energy_ev": -9.899
}

2.
{
  "formula": "C4H6AgMgO2",
  "method": "ωB97M-V/def2-TZVPD",
  "elements": ["Ag", "Mg", "O", "O", "C", "C", "C", "C", "H", "H", "H", "H", "H", "H"],
  "coordinates": [[-2.15292, 3.82853, 1.19660], [0.02334, 2.35600, 0.48790], [1.15355, -2.01841, -1.29136], [-1.86830, 1.34346, 1.63323], [0.53730, 0.13416, -0.29620], [-1.00078, -0.60897, 0.31024], [1.56438, -0.99677, -0.51477], [-1.71994, 0.41688, 0.97505], [2.63365, -0.82709, -0.35209], [1.30748, 0.85886, 0.00711], [-1.57409, -0.98029, -0.54066], [0.14286, 0.66397, -1.16732], [1.79536, -2.72551, -1.44111], [-0.84187, -1.44482, 0.99338]],
  "forces_ev_per_angstrom": [[0.383, 0.736, -0.297], [0.247, 2.232, 0.229], [-0.178, 1.498, 1.230], [-0.486, -1.294, -0.580], [2.145, -2.428, -1.514], [0.019, 1.354, 0.121], [-2.165, 0.397, -1.807], [-0.182, -1.644, 1.538], [-0.442, -0.172, 0.420], [-0.181, -0.040, 1.382], [0.375, 0.127, -0.401], [-0.137, -0.885, -0.720], [0.392, 0.008, 0.088], [0.210, 0.109, 0.310]],
  "lowdin_charge": [0.556, 0.863, 0.098, 0.070, -0.172, 0.023, -0.057, -0.136, 0.151, 0.034, 0.159, 0.092, 0.154, 0.166],
  "charge": 2,
  "energy_ha": -652.6796,
  "s_squared": 0.78,
  "gap_ev": [5.54, 5.52],
  "de_lowest_kj_mol": 286.0,
  "homo_energy_ev": [-15.216, -15.438],
  "multiplicity": 2
}

3.
{
  "formula": "C20H27MnN4O2S6",
  "method": "ωB97M-V/def2-TZVPD",
  "elements": ["Mn", "S", "S", "S", "S", "S", "S", "O", "O", "N", "N", "N", "N", "C", "C", "C", "C", "C", "C", "C", "C", "C", "C", "C", "C", "C", "C", "C", "C", "C", "C", "C", "C", "H", "H", "H", "H", "H", "H", "H", "H", "H", "H", "H", "H", "H", "H", "H", "H", "H", "H", "H", "H", "H", "H", "H", "H", "H", "H", "H"],
  "coordinates": [[4.31725, -16.22699, 0.35058], [6.99301, -13.55874, 2.26696], [6.39424, -16.01425, -0.79749], [5.13235, -16.44011, 2.50141], [4.53659, -19.67269, 0.50319], [4.17041, -13.89110, 0.04342], [2.19380, -16.19294, 1.24196], [4.85988, -19.40622, 1.88094], [5.45711, -20.41649, -0.29006], [3.44558, -18.87369, -2.28102], [3.52385, -16.64182, -1.50145], [4.28083, -18.16368, -0.15055], [-0.66490, -22.47022, 0.51853], [1.80192, -19.81801, 0.84215], [5.41747, -13.37537, -1.23702], [4.39829, -12.85666, 1.50486], [6.04520, -14.61978, -1.88784], [0.60843, -20.49399, 0.93400], [2.97120, -20.47268, 0.48352], [1.25998, -17.33518, 3.53590], [2.73459, -16.23327, -2.50582], [1.74384, -22.51543, 0.28900], [7.95154, -14.12514, 0.82251], [2.49605, -16.88695, 2.79172], [2.31803, -17.13869, -3.47941], [2.94585, -21.82032, 0.21969], [7.76433, -15.55483, 0.23793], [4.01976, -17.70678, 4.60359], [3.76072, -17.96538, -1.38743], [5.81068, -12.31583, 1.75137], [3.77382, -17.04528, 3.29390], [0.56072, -21.83936, 0.59375], [2.75588, -18.44474, -3.33079], [1.63076, -16.85448, -4.26758], [3.49433, -18.66428, 4.63995], [8.63097, -15.77473, -0.36466], [6.15380, -11.68354, 0.92785], [2.45968, -15.19033, -2.48923], [1.30501, -16.91848, 4.53682], [5.36123, -15.05132, -2.61807], [5.08624, -17.83327, 4.78337], [4.92001, -12.77472, -1.98151], [-0.66437, -23.48132, 0.59774], [5.71418, -11.68538, 2.63476], [1.84128, -18.74277, 1.02545], [6.95282, -14.36107, -2.38712], [4.07716, -13.51941, 2.31035], [1.73352, -23.56652, -0.00578], [6.19330, -12.74626, -0.80812], [3.62716, -17.07939, 5.41369], [-1.37705, -22.03882, 1.07455], [0.41285, -16.91827, 2.99551], [8.98070, -14.12682, 1.17189], [1.18795, -18.43172, 3.53569], [7.69724, -16.29436, 1.04658], [3.85525, -22.33781, -0.04209], [2.48961, -19.19598, -4.08908], [3.68943, -12.05107, 1.37601], [7.91624, -13.37565, 0.03513], [-0.28074, -19.93981, 1.13695]],
  "forces_ev_per_angstrom": [[-0.325, -0.752, -0.048], [0.493, -0.502, 0.044], [-0.669, -0.224, -0.344], [-0.048, 0.161, -0.502], [-0.176, 0.259, 0.795], [0.058, 0.313, -0.842], [0.551, 0.088, 0.309], [0.045, 0.061, -0.205], [0.123, -0.036, -0.324], [-0.105, -0.524, -0.512], [-0.489, 0.678, -0.522], [0.189, -0.092, 0.154], [0.113, -0.462, 0.069], [0.319, 0.755, 0.183], [0.169, -0.618, 0.617], [0.458, -0.024, -0.229], [-0.696, 0.078, 0.470], [0.695, 0.341, -0.485], [0.116, 0.327, -0.056], [0.566, 0.266, -0.629], [0.287, -0.588, -0.091], [0.370, 0.024, -0.456], [-0.165, -0.278, -0.390], [-0.496, -0.059, -0.557], [-0.154, 0.866, 0.476], [-0.343, -0.759, -0.064], [-0.057, 0.683, 0.990], [-0.208, 0.138, 0.485], [0.041, -0.017, 0.813], [-0.694, -0.210, -0.164], [0.258, 0.170, -0.049], [-0.145, -0.710, 0.072], [-0.144, -0.654, -0.221], [0.255, 0.035, 0.039], [0.206, -0.011, 0.046], [0.461, -0.106, -0.062], [0.086, -0.078, 0.207], [-0.083, 0.171, -0.172], [-0.222, -0.248, 0.289], [0.089, 0.025, -0.055], [-0.128, -0.202, -0.067], [-0.326, 0.086, -0.238], [0.033, 0.309, -0.056], [0.151, 0.191, -0.026], [-0.106, -0.362, -0.013], [0.636, 0.239, -0.464], [0.007, 0.142, 0.074], [-0.125, 0.265, 0.236], [-0.183, -0.103, 0.237], [-0.034, -0.115, -0.038], [-0.337, 0.019, 0.082], [-0.247, -0.146, 0.253], [0.102, 0.083, 0.110], [0.017, 0.250, 0.224], [0.221, 0.114, -0.116], [0.087, -0.038, -0.076], [0.203, 0.287, 0.408], [-0.154, 0.294, 0.194], [0.023, 0.045, -0.018], [-0.565, 0.155, 0.212]],
  "lowdin_charge": [0.000, 0.892, 0.954, 0.808, 0.629, 0.878, 0.775, -0.314, -0.264, 0.183, -0.026, -0.180, 0.110, -0.067, -0.391, -0.469, -0.446, -0.023, -0.303, -0.091, -0.075, -0.007, -0.482, -0.691, -0.027, -0.048, -0.467, -0.099, -0.498, -0.528, -0.724, -0.320, -0.080, 0.112, 0.100, 0.081, 0.082, 0.122, 0.089, 0.069, 0.078, 0.085, 0.104, 0.081, 0.056, 0.088, 0.067, 0.121, 0.052, 0.098, 0.090, 0.065, 0.074, 0.096, 0.073, 0.119, 0.132, 0.081, 0.067, 0.110],
  "charge": 1,
  "energy_ha": -4687.7349,
  "s_squared": 3.82,
  "gap_ev": [6.81, 5.99],
  "homo_energy_ev": [-10.371, -10.379],
  "multiplicity": 4
}

4.
{
  "formula": "C22H24O5",
  "method": "ωB97M-V/def2-TZVPD",
  "elements": ["O", "O", "O", "O", "O", "C", "C", "C", "C", "C", "C", "C", "C", "C", "C", "C", "C", "C", "C", "C", "C", "C", "C", "C", "C", "C", "C", "H", "H", "H", "H", "H", "H", "H", "H", "H", "H", "H", "H", "H", "H", "H", "H", "H", "H", "H", "H", "H", "H", "H", "H"],
  "coordinates": [[-0.34280, 5.46558, 0.71127], [-3.88250, 0.45201, -1.08864], [-2.54506, -1.74263, 1.97805], [-2.05128, -0.01278, 3.25364], [-3.27503, -1.51429, -0.22958], [-4.73684, 1.77730, 1.94731], [-6.16490, 3.10203, -1.29643], [-3.36951, -0.13444, -0.14729], [-2.83305, 0.52888, 1.05359], [-0.45138, 3.33780, 1.73702], [-5.94509, 1.03092, 2.44264], [-1.30881, 3.58764, -0.53445], [-1.93740, 2.36059, -0.42555], [-5.89965, 2.26974, -0.21695], [-3.52109, -2.19837, 1.01824], [-1.03465, 2.09292, 1.80213], [-0.44631, 6.31122, -0.45864], [-3.29255, -3.69236, 0.79562], [-4.99694, 2.65298, 0.80460], [-4.41934, 3.94485, 0.70958], [-4.91296, -1.90222, 1.51807], [-2.45919, -0.37811, 2.16215], [-5.51521, 4.33617, -1.40696], [-3.95131, 2.33553, 3.09103], [-4.62653, 4.73855, -0.41214], [-1.92183, 1.62505, 0.78927], [-0.66322, 4.14727, 0.59214], [-1.49213, 6.41761, -0.78111], [-5.05092, -2.34404, 2.51261], [-3.07002, 2.89740, 2.77395], [-5.67893, 0.31465, 3.22889], [-0.86221, 1.48076, 2.68090], [0.16465, 5.91859, -1.28378], [-6.64399, 1.76500, 2.89700], [-6.40950, 1.30423, -0.14588], [-5.70869, 4.98079, -2.26744], [-5.05049, -0.81626, 1.57375], [0.12279, 3.72810, 2.57560], [-6.88461, 2.77548, -2.04749], [-3.59265, 1.52528, 3.73555], [-3.42999, -4.22224, 1.74203], [-4.09526, 5.69714, -0.48255], [-6.51365, 0.51556, 1.66136], [-3.81748, 4.32600, 1.53912], [-0.05820, 7.26678, -0.11494], [-5.64095, -2.32259, 0.81451], [-4.59320, 3.01163, 3.69093], [-1.39003, 4.14507, -1.46707], [-4.02997, -4.05520, 0.07578], [-2.28813, -3.88487, 0.41389], [-2.47073, 1.96121, -1.28027]],
  "forces_ev_per_angstrom": [[0.323, 0.126, -0.742], [0.800, -0.909, 1.028], [-0.660, 0.447, -0.378], [-0.442, -0.551, -1.097], [-0.480, 0.192, 0.764], [0.289, 0.673, 0.112], [0.024, 0.001, 0.176], [-1.184, 0.117, -1.471], [-0.805, -0.768, 0.141], [-0.041, 0.587, -0.898], [-0.272, -0.585, 0.137], [0.625, 0.648, 0.620], [-0.023, -0.505, 0.613], [0.139, -0.022, 0.217], [0.997, -0.113, -0.313], [-0.287, -0.061, -0.231], [0.054, -0.612, 0.627], [0.003, 0.455, 0.001], [-0.139, 0.581, -0.560], [0.107, -0.679, 0.060], [-0.165, 0.119, -0.069], [0.298, -0.366, 1.563], [0.062, -0.165, -0.059], [0.272, 0.076, 0.224], [-0.104, 0.307, 0.156], [0.866, 1.498, -0.086], [-0.707, -0.455, 0.010], [0.232, -0.070, 0.082], [-0.004, 0.119, -0.249], [-0.224, -0.093, 0.074], [-0.086, 0.135, -0.145], [-0.130, 0.303, -0.187], [-0.149, 0.115, 0.203], [0.463, -0.187, -0.235], [0.290, 0.402, -0.197], [0.088, -0.213, 0.265], [0.003, -0.598, -0.007], [-0.071, -0.053, -0.247], [0.244, 0.154, 0.134], [-0.193, 0.215, -0.013], [0.041, 0.106, -0.116], [-0.382, -0.385, 0.008], [0.140, 0.099, 0.249], [-0.027, -0.187, -0.478], [-0.045, 0.021, -0.199], [0.084, 0.121, 0.193], [0.183, -0.284, -0.264], [0.003, -0.130, 0.273], [0.114, 0.036, 0.059], [-0.102, 0.107, 0.060], [-0.023, 0.232, 0.191]],
  "lowdin_charge": [-0.094, 0.103, 0.080, 0.083, 0.078, -0.211, -0.067, -0.391, -0.027, 0.003, -0.065, -0.023, -0.005, -0.030, -0.529, -0.027, -0.059, 0.021, -0.194, -0.016, 0.023, -0.385, -0.071, -0.058, -0.081, -0.162, -0.272, 0.082, 0.115, 0.066, 0.093, 0.108, 0.097, 0.117, 0.112, 0.106, 0.043, 0.121, 0.108, 0.086, 0.097, 0.105, 0.072, 0.118, 0.089, 0.112, 0.117, 0.108, 0.095, 0.097, 0.112],
  "energy_ha": -1228.8643,
  "gap_ev": 6.45,
  "de_lowest_kj_mol": 154.7,
  "homo_energy_ev": -7.446
}